Entry 1:
{"formula": "C5H7NOS", "method": "ωB97M-V with the def2-TZVPD basis set", "orbital_gap_ev": 8.8, "total_charge": 0, "multiplicity": 1, "elements": ["C", "C", "C", "N", "C", "O", "C", "S", "H", "H", "H", "H", "H", "H", "H"], "xyz": [[0.72057, 1.44568, 1.35016], [0.73499, 0.84440, 0.09271], [1.44993, 1.37265, -1.15690], [0.13388, -0.44672, -0.17444], [1.01604, -1.50664, 0.15602], [2.15958, -1.39563, 0.17832], [-1.23133, -0.87804, -0.24883], [-2.45737, 0.17225, -0.04358], [0.05299, 0.97695, 2.12591], [1.25742, 2.50630, 1.56514], [0.63739, 1.38368, -2.03215], [1.51243, 2.51657, -1.00863], [2.50342, 0.97899, -1.37522], [0.47817, -2.50578, 0.34062], [-1.47892, -1.98895, -0.28276]], "forces_ev_per_angstrom": [[-0.2, 0.1, -2.1], [0.5, 2.0, 1.3], [-1.3, 2.6, -0.5], [-1.3, -2.7, 1.2], [-4.6, -1.5, -0.8], [4.7, 0.3, 0.5], [0.3, 1.5, 1.2], [0.1, -0.4, -0.4], [1.0, 0.7, -0.7], [-1.4, -2.9, -0.7], [2.1, -0.7, 1.5], [0.4, -1.7, -0.1], [-1.9, 0.2, 0.1], [0.4, 1.1, -0.2], [1.1, 1.5, -0.2]]}

Entry 2:
{"formula": "C5H7NOS", "method": "ωB97M-V with the def2-TZVPD basis set", "orbital_gap_ev": 8.3, "total_charge": 0, "multiplicity": 1, "elements": ["C", "C", "N", "C", "O", "C", "C", "S", "H", "H", "H", "H", "H", "H", "H"], "xyz": [[1.65689, 1.68711, -0.18626], [0.52072, 1.09269, 0.15055], [0.29429, -0.29501, 0.19310], [1.21532, -1.24890, -0.09505], [2.35669, -1.04925, -0.45567], [-1.04103, -0.71179, 0.56483], [-2.06590, -0.40482, -0.46709], [-3.59356, 0.11590, -0.22429], [1.64792, 2.78466, -0.08701], [2.65042, 1.40992, -0.57949], [-0.39529, 1.61615, 0.45514], [0.78594, -2.28012, -0.00695], [-1.30912, -0.32337, 1.56666], [-1.03458, -1.80350, 0.64798], [-1.68869, -0.58968, -1.47647]], "forces_ev_per_angstrom": [[0.8, 2.2, -0.2], [0.3, -0.7, 0.0], [-0.6, 0.0, 0.0], [0.7, -0.6, -0.6], [-0.5, -0.1, 0.3], [-0.1, -0.2, 1.0], [-1.2, 0.6, -0.3], [1.3, -0.4, -0.1], [-0.4, -0.4, 0.0], [-1.1, -0.9, 0.5], [0.7, 0.2, -0.1], [0.3, 0.4, 0.1], [0.0, -0.1, -0.5], [0.0, 0.0, 0.1], [-0.2, 0.1, 0.0]]}

Entry 3:
{"formula": "C5H7NOS", "method": "ωB97M-V with the def2-TZVPD basis set", "orbital_gap_ev": 9.1, "total_charge": 0, "multiplicity": 1, "elements": ["C", "O", "N", "C", "C", "C", "C", "S", "H", "H", "H", "H", "H", "H", "H"], "xyz": [[-3.20763, -0.44922, -0.00958], [-1.89793, 0.11277, 0.00210], [-0.96863, -0.92339, -0.00392], [0.22214, -0.45927, 0.00435], [0.68353, 0.92737, -0.01121], [2.00397, 1.05762, 0.00236], [2.79330, -0.21627, 0.00021], [1.59916, -1.58017, -0.00151], [-3.91058, 0.41794, 0.00613], [-3.34415, -1.05750, 0.90869], [-3.36371, -1.08612, -0.88710], [-0.03463, 1.75819, 0.00783], [2.52441, 2.02857, 0.00345], [3.44344, -0.28081, 0.87210], [3.45731, -0.24971, -0.89390]], "forces_ev_per_angstrom": [[-0.2, 0.2, 0.7], [-0.4, 0.1, -0.2], [0.5, 0.1, 0.1], [-0.3, -0.5, -0.2], [-0.5, 0.7, 0.2], [0.3, 0.4, 0.0], [0.6, 0.2, -0.6], [-0.1, 0.2, 0.0], [0.6, -0.7, -0.1], [-0.1, 0.3, -0.5], [0.0, 0.2, 0.1], [0.4, -0.5, -0.1], [-0.3, -0.6, 0.0], [0.0, 0.0, 0.1], [-0.5, -0.1, 0.5]]}

Entry 4:
{"formula": "C5H7NOS2", "method": "ωB97M-V with the def2-TZVPD basis set", "orbital_gap_ev": [6.6, 5.9], "total_charge": 0, "multiplicity": 3, "s_squared": 2.01, "elements": ["C", "C", "C", "C", "C", "N", "O", "S", "S", "H", "H", "H", "H", "H", "H", "H"], "xyz": [[-0.00393, 1.85757, 0.79968], [0.18559, 0.53009, 1.00469], [-2.12693, -0.19868, 0.13846], [-1.02028, 2.30011, -0.26882], [0.58095, -2.43948, -0.16381], [-0.55840, -0.46311, 0.34630], [-0.33843, -1.80768, 0.61354], [-3.12187, -1.45497, 0.03438], [-2.57929, 1.39507, -0.19581], [0.51233, 2.68468, 1.31746], [0.89919, 0.18660, 1.78890], [-1.31457, 3.32298, -0.19286], [-0.60856, 2.20894, -1.39689], [0.34628, -3.54321, -0.13775], [1.72379, -2.46517, 0.04942], [0.64480, -2.25614, -1.24974]], "forces_ev_per_angstrom": [[-1.0, 0.0, -1.2], [0.2, -0.1, 1.1], [5.6, 1.4, 1.0], [2.0, -1.3, -2.2], [3.2, -3.2, -2.3], [-2.3, 1.7, -1.4], [-0.5, 0.9, 1.9], [-1.9, -2.5, -0.5], [-1.0, 0.8, 0.2], [-0.2, -1.0, -0.1], [-0.6, 0.1, -0.8], [-0.2, 0.7, 0.3], [-0.6, 0.0, 2.5], [-0.1, 1.1, 0.3], [-1.7, 0.9, 0.8], [-1.0, 0.8, 0.3]]}

Entry 5:
{"formula": "C5H7NS", "method": "ωB97M-V with the def2-TZVPD basis set", "orbital_gap_ev": 9.6, "total_charge": 0, "multiplicity": 1, "elements": ["C", "C", "C", "C", "C", "N", "S", "H", "H", "H", "H", "H", "H", "H"], "xyz": [[0.04988, -1.22242, -0.11138], [-0.28214, 0.02307, -0.03604], [1.50019, 1.09057, -0.00746], [1.43988, -1.63382, 0.02694], [-1.43717, 0.91362, -0.11559], [1.41569, 2.32902, 0.01647], [2.64172, -0.21049, 0.14215], [-0.66642, -2.14654, -0.02206], [1.42914, -2.15928, 0.95657], [1.65972, -2.41922, -0.74916], [-1.02039, 1.92689, 0.14783], [-2.31319, 0.55988, 0.37390], [-1.85584, 1.10287, -1.03131], [2.30042, 2.90640, 0.01686]], "forces_ev_per_angstrom": [[-1.9, -1.9, 0.6], [2.6, 2.9, -1.0], [-3.8, -2.3, 0.3], [1.1, -0.8, -0.7], [1.6, 1.2, 1.7], [1.3, 0.6, -0.3], [-0.3, -0.6, -0.4], [1.0, 2.0, -0.5], [0.7, -0.4, 0.9], [0.4, 1.1, 0.5], [-0.9, -0.7, 0.5], [-0.4, 0.0, 1.5], [-0.3, 0.0, -3.1], [-1.1, -1.0, 0.1]]}

Entry 6:
{"formula": "C5H7NS", "method": "ωB97M-V with the def2-TZVPD basis set", "orbital_gap_ev": 8.5, "total_charge": 0, "multiplicity": 1, "elements": ["S", "C", "C", "C", "N", "C", "C", "H", "H", "H", "H", "H", "H", "H"], "xyz": [[-0.03466, 2.90206, 0.12222], [0.10356, 1.32250, -0.15315], [-1.07652, 0.44372, -0.61938], [-0.75629, -1.01340, -0.21668], [-0.43482, -1.25252, 1.19529], [0.68373, -1.00674, 0.21481], [1.26436, 0.35826, 0.06911], [-2.03499, 0.72325, -0.23725], [-1.12776, 0.56459, -1.67972], [-1.21762, -1.82741, -0.74685], [-0.57043, -0.43897, 1.76158], [1.44373, -1.84464, 0.15267], [1.81952, 0.68202, 0.95568], [1.93819, 0.38728, -0.81831]], "forces_ev_per_angstrom": [[0.4, -0.2, -0.1], [-1.1, -1.1, 0.2], [0.7, -0.8, 0.7], [1.1, 1.0, 0.0], [1.0, -0.1, -1.2], [0.0, -1.9, 0.5], [0.3, 1.2, 0.0], [-0.5, 0.6, 0.4], [-0.1, -0.1, -1.0], [-0.1, -0.2, -0.1], [-0.3, 0.7, 0.4], [-1.4, 0.9, -0.2], [0.2, 0.0, -0.2], [-0.3, 0.0, 0.6]]}

Entry 7:
{"formula": "C5H7NS2", "method": "ωB97M-V with the def2-TZVPD basis set", "orbital_gap_ev": 8.7, "total_charge": 0, "multiplicity": 1, "elements": ["S", "C", "N", "S", "C", "C", "C", "C", "H", "H", "H", "H", "H", "H", "H"], "xyz": [[-2.66001, 0.23614, -0.00557], [-1.03631, -0.09866, 0.07249], [-0.49949, -1.37369, -0.12338], [1.27064, -1.52896, -0.11001], [1.38806, 0.16502, 0.61937], [2.10465, 1.29351, -0.19802], [0.65923, 1.76243, -0.58113], [0.05297, 0.86858, 0.54257], [-0.94947, -2.08582, -0.72630], [1.84980, -0.00883, 1.60551], [2.55933, 1.93732, 0.59977], [2.82771, 1.03829, -0.99507], [0.23984, 2.82059, -0.43809], [0.35906, 1.28657, -1.50733], [-0.17148, 1.36762, 1.44269]], "forces_ev_per_angstrom": [[1.0, -0.1, -0.2], [-0.1, -1.3, 0.6], [0.2, 0.8, -0.7], [-1.1, 1.0, 0.0], [2.3, -1.2, 0.5], [-0.7, 0.3, 1.1], [-1.1, 1.1, 0.8], [0.1, -1.6, -1.6], [0.0, 1.0, 0.8], [-0.4, 0.2, -0.3], [-0.2, -0.3, -1.1], [-0.5, 0.2, 0.5], [1.2, -1.3, -0.8], [0.0, 0.5, -0.4], [-0.6, 0.6, 0.9]]}

Entry 8:
{"formula": "C5H7NS2", "method": "ωB97M-V with the def2-TZVPD basis set", "orbital_gap_ev": [7.3, 7.3], "total_charge": 0, "multiplicity": 1, "elements": ["C", "C", "S", "N", "C", "S", "C", "C", "H", "H", "H", "H", "H", "H", "H"], "xyz": [[-1.88717, -1.06590, 0.09438], [-0.42587, -0.91417, -0.00038], [0.69330, -2.19164, -0.02067], [2.00001, -1.14178, -0.02608], [1.73822, 0.20578, -0.01783], [3.01409, 1.26958, 0.05112], [0.37039, 0.47154, -0.02425], [-0.29491, 1.78282, -0.08505], [-2.18210, -2.06497, -0.21514], [-2.39726, -0.32702, -0.51999], [-2.21328, -0.92037, 1.12546], [2.95378, -1.46746, -0.05340], [-0.97787, 1.82676, -0.93510], [0.47345, 2.54588, -0.19447], [-0.86478, 1.99093, 0.82139]], "forces_ev_per_angstrom": [[-0.1, -0.3, 0.0], [3.7, 5.1, -0.1], [-0.2, 0.6, 0.0], [-0.5, -0.2, -0.1], [0.8, -0.3, 0.1], [0.3, 0.4, -0.1], [-3.5, -5.7, 0.0], [-0.1, 0.2, 0.1], [-0.2, -0.1, 0.0], [0.0, 0.0, -0.1], [0.0, 0.0, 0.0], [0.0, 0.0, 0.0], [0.0, 0.1, 0.0], [0.0, 0.1, 0.0], [0.0, 0.0, 0.0]]}

Entry 9:
{"formula": "C5H7NS2", "method": "ωB97M-V with the def2-TZVPD basis set", "orbital_gap_ev": 9.2, "total_charge": 0, "multiplicity": 1, "elements": ["C", "C", "C", "C", "C", "H", "H", "H", "H", "H", "H", "H", "N", "S", "S"], "xyz": [[-0.81482, -1.27452, -0.65123], [0.42045, -0.37609, -0.16114], [0.43639, 0.59453, 0.88868], [0.32174, 1.85778, 0.08810], [1.59303, -1.19724, -0.20703], [-2.89435, -1.10829, 0.58107], [-0.46836, -1.63675, -1.66796], [-0.98554, -2.21362, -0.20311], [-0.40978, 0.62282, 1.68966], [1.44051, 0.58643, 1.40050], [-0.78648, 2.14670, -0.02455], [0.77999, 2.77375, 0.55505], [2.84389, -1.52185, -0.33151], [-2.37544, -0.25514, -0.54236], [0.89876, 1.00149, -1.41418]], "forces_ev_per_angstrom": [[1.0, 2.2, -1.4], [-0.7, -3.0, -3.9], [-0.8, 2.7, 5.2], [-2.1, 2.1, 0.4], [12.4, -3.1, -0.9], [0.8, 1.8, -2.2], [-1.0, 1.0, 0.6], [0.1, -0.7, 1.5], [1.5, -0.8, -1.2], [-1.1, -0.1, -0.3], [1.6, -0.5, -0.1], [0.2, -1.0, -1.0], [-11.2, 2.2, 1.2], [-0.2, -2.6, 1.8], [-0.6, -0.1, 0.2]]}

Entry 10:
{"formula": "C5H7NS2", "method": "ωB97M-V with the def2-TZVPD basis set", "orbital_gap_ev": 8.9, "total_charge": 0, "multiplicity": 1, "elements": ["C", "C", "C", "S", "C", "S", "N", "C", "H", "H", "H", "H", "H", "H", "H"], "xyz": [[-0.56570, 0.39524, 2.76715], [-0.26627, -0.30700, 1.44433], [-1.47767, -0.83476, 0.65639], [-1.10155, -0.52998, -1.11415], [0.38225, 0.35008, -0.83200], [1.32687, 0.98588, -1.95027], [0.63459, 0.37646, 0.52948], [1.09319, -0.81195, 1.25484], [-1.32360, 1.18248, 2.56690], [-0.94893, -0.31153, 3.51065], [0.32416, 0.90622, 3.12522], [-2.40547, -0.27996, 0.85106], [-1.67694, -1.89882, 0.85442], [1.16640, -1.72200, 0.67168], [1.82230, -0.55565, 2.00022]], "forces_ev_per_angstrom": [[-0.7, 0.6, -1.0], [-1.2, 0.9, 0.1], [0.1, -0.4, -0.1], [-0.4, -0.4, -0.1], [-0.7, -0.9, 0.9], [0.4, 0.3, -0.7], [0.8, 1.2, 1.2], [-0.2, -0.5, -0.9], [0.3, -0.5, 0.3], [0.1, 0.1, -0.1], [0.1, -0.1, 0.1], [0.5, 0.0, 0.4], [0.1, 0.3, -0.3], [0.5, 0.0, 0.0], [0.3, -0.4, 0.2]]}

Entry 11:
{"formula": "C5H7O2SSi", "method": "ωB97M-V with the def2-TZVPD basis set", "orbital_gap_ev": 6.3, "total_charge": -1, "multiplicity": 1, "elements": ["C", "C", "C", "C", "C", "O", "O", "Si", "S", "H", "H", "H", "H", "H", "H", "H"], "xyz": [[1.95511, -0.49084, 0.51056], [2.58139, 0.39895, -0.27205], [-1.36882, 1.17252, 0.51718], [0.49939, -0.38004, 0.97616], [-0.40518, 0.24899, -0.03079], [-2.44248, 0.70291, -0.03187], [-1.37907, 2.09143, 1.39231], [-1.91034, -0.51374, -1.15694], [1.82266, 1.82964, -0.79454], [2.56552, -1.39383, 0.90806], [3.73177, 0.36769, -0.56404], [0.05759, -1.53223, 1.24438], [0.35160, 0.20567, 1.89928], [-3.34031, -0.89201, -1.59154], [-1.48188, -1.79872, -0.71052], [-1.23695, -0.01641, -2.29563]], "forces_ev_per_angstrom": [[1.4, -2.4, 0.9], [1.8, 0.1, 0.1], [0.1, 4.0, 3.7], [-0.7, -2.0, 0.5], [3.4, 0.1, 0.4], [-2.9, 0.0, -0.3], [0.4, -2.7, -2.7], [-0.5, 0.3, -0.3], [-1.8, -0.1, -0.3], [-1.1, 1.5, -0.7], [-2.5, -0.5, 0.9], [1.2, 2.9, -0.9], [0.7, -0.3, 0.1], [0.3, 0.3, 0.1], [0.3, -1.4, 0.3], [0.1, 0.2, -1.7]]}

Entry 12:
{"formula": "C5H7O3", "method": "ωB97M-V with the def2-TZVPD basis set", "orbital_gap_ev": [8.5, 8.5], "total_charge": 1, "multiplicity": 1, "elements": ["C", "C", "C", "C", "C", "O", "O", "O", "H", "H", "H", "H", "H", "H", "H"], "xyz": [[-1.69598, 0.88366, -0.08269], [-2.97195, -2.13033, 0.20277], [0.74745, 0.62585, -0.15181], [1.73487, 1.43257, 0.64109], [1.19145, -0.61696, -0.74715], [-3.28909, -2.81756, 1.05939], [-2.53112, -1.40058, -0.58092], [-0.43374, 0.96466, -0.11888], [-2.28781, 1.55455, -0.64286], [2.69257, 1.14066, 0.22187], [1.83659, 0.87185, 1.64876], [1.26459, 2.39967, 0.81198], [0.32041, -1.05965, -1.22585], [1.26557, -1.24764, 0.18527], [2.15619, -0.60077, -1.22097]], "forces_ev_per_angstrom": [[-0.2, -1.3, 3.1], [0.7, 0.2, 0.5], [3.4, 0.3, 1.2], [-1.4, -2.4, 1.3], [-1.7, -1.3, 1.2], [-0.7, -0.7, 0.5], [0.0, 0.2, -1.2], [-2.1, 1.2, -1.4], [0.1, 1.0, -1.7], [0.4, 1.5, -0.3], [-0.6, 0.9, -1.1], [1.2, 0.4, -0.1], [0.5, -0.3, -0.9], [0.3, 0.2, -0.6], [0.0, 0.0, -0.5]]}

Number 1: total energy -19668.83822 eV, molar mass 129.18 g mol⁻¹. Number 2: total energy -19669.66859 eV, molar mass 129.18 g mol⁻¹. Number 3: total energy -19669.00992 eV, molar mass 129.18 g mol⁻¹. Number 4: total energy -30499.79381 eV, molar mass 161.25 g mol⁻¹. Number 5: total energy -17620.65154 eV, molar mass 113.18 g mol⁻¹. Number 6: total energy -17622.20906 eV, molar mass 113.18 g mol⁻¹. Number 7: total energy -28457.49342 eV, molar mass 145.25 g mol⁻¹. Number 8: total energy -28458.04592 eV, molar mass 145.25 g mol⁻¹. Number 9: total energy -28455.47282 eV, molar mass 145.25 g mol⁻¹. Number 10: total energy -28457.75881 eV, molar mass 145.25 g mol⁻¹. Number 11: total energy -28103.93052 eV, molar mass 159.26 g mol⁻¹. Number 12: total energy -11428.91292 eV, molar mass 115.11 g mol⁻¹.